No. 1
A cluster of 12 separate species, C45H109N5O12 in total in a non-equilibrium geometry, computed with the ωB97M-V functional and the def2-TZVPD basis.

CARTESIAN COORDINATES (ANGSTROEM)
O (14.13821, 29.18620, -22.31264)
H (14.45967, 28.87258, -21.45186)
H (14.04376, 30.13850, -22.20147)
O (14.00801, 28.89136, -26.40515)
H (13.37174, 28.31535, -26.84019)
H (14.49185, 28.30615, -25.80897)
O (18.50300, 27.27352, -21.02669)
H (18.40399, 26.33462, -21.21077)
H (17.90933, 27.70813, -21.66787)
O (17.83903, 25.10323, -24.80264)
H (17.72140, 24.30268, -24.27573)
H (18.42655, 25.65923, -24.27719)
O (15.79574, 28.15876, -19.52792)
H (16.02955, 27.45060, -18.91961)
H (16.53530, 28.19357, -20.14882)
O (15.44137, 26.40723, -25.99103)
H (15.66153, 26.13049, -26.88703)
H (15.95621, 25.81071, -25.41569)
O (16.89438, 27.93032, -23.14022)
H (17.27837, 28.01773, -24.02053)
H (15.93552, 27.92332, -23.28654)
C (14.52382, 22.91454, -25.54476)
C (14.00977, 22.93578, -24.09887)
C (14.91620, 21.96782, -23.36161)
C (14.72364, 21.95304, -21.84792)
C (14.89192, 23.40861, -21.36766)
C (14.05571, 24.50875, -22.10124)
N (14.21116, 24.26707, -23.54639)
O (13.47335, 25.26774, -24.24026)
C (12.65107, 24.44492, -21.53143)
C (14.69557, 25.82395, -21.66462)
C (12.53488, 22.52983, -24.10454)
H (14.50037, 21.95243, -26.06211)
H (15.60437, 23.11030, -25.56742)
H (14.08249, 23.66698, -26.19966)
H (14.74428, 20.94813, -23.72574)
H (15.99536, 22.10021, -23.47082)
H (15.46636, 21.30710, -21.37007)
H (13.81886, 21.47757, -21.45162)
H (15.92366, 23.66575, -21.63030)
H (14.74899, 23.47622, -20.28900)
H (12.33705, 23.39441, -21.51258)
H (12.69830, 24.69559, -20.47104)
H (11.90622, 25.03186, -22.06382)
H (14.27873, 26.76243, -22.03610)
H (14.66842, 25.94197, -20.58225)
H (15.74741, 25.84245, -21.96768)
H (12.22812, 21.69665, -24.74346)
H (11.81929, 23.33037, -24.30482)
H (12.15808, 22.19642, -23.12677)
H (14.17586, 25.72092, -24.73190)
C (13.98136, 18.39645, -15.25838)
C (13.14363, 18.36106, -16.55909)
C (12.94498, 19.85912, -16.86985)
C (12.47033, 20.12937, -18.28441)
C (13.29872, 19.30920, -19.29927)
C (13.46126, 17.82895, -19.02806)
N (13.90690, 17.69239, -17.61330)
O (14.25458, 16.37111, -17.27538)
C (12.15605, 17.03324, -19.20737)
C (14.53099, 17.27526, -19.95269)
C (11.75450, 17.75611, -16.20885)
H (15.06198, 18.50287, -15.39834)
H (14.04819, 17.35025, -14.91777)
H (13.62549, 19.03940, -14.46088)
H (12.23726, 20.19612, -16.10847)
H (13.86371, 20.42414, -16.69947)
H (12.56984, 21.19424, -18.52049)
H (11.41041, 19.97824, -18.52657)
H (14.29451, 19.74492, -19.16548)
H (12.82339, 19.49112, -20.26043)
H (12.16109, 15.98691, -18.90456)
H (11.33989, 17.54956, -18.71011)
H (11.88235, 17.02431, -20.26932)
H (15.46578, 17.81575, -19.79741)
H (14.72327, 16.20626, -19.86389)
H (14.20046, 17.40196, -20.98795)
H (11.80658, 16.70556, -16.49267)
H (10.94323, 18.28728, -16.70162)
H (11.54876, 17.82646, -15.14095)
H (13.42108, 15.92960, -17.03236)
C (11.24757, 16.87918, -23.74820)
C (11.01972, 18.27977, -24.39969)
C (9.79990, 18.23208, -25.34114)
C (8.48283, 18.16529, -24.58169)
C (8.34102, 19.39766, -23.68507)
C (9.51147, 19.55674, -22.71183)
N (10.78818, 19.24709, -23.34994)
O (11.90361, 19.48845, -22.51254)
C (9.47798, 21.01848, -22.24128)
C (9.29560, 18.68924, -21.44448)
C (12.22959, 18.62942, -25.28319)
H (12.11563, 16.92582, -23.08867)
H (11.28039, 16.07850, -24.48487)
H (10.43616, 16.68890, -23.04169)
H (9.74161, 19.20004, -25.84344)
H (10.00506, 17.39500, -26.00522)
H (8.28282, 17.23002, -24.05535)
H (7.66156, 18.24293, -25.30386)
H (7.37862, 19.50285, -23.18200)
H (8.31710, 20.28947, -24.32667)
H (9.67460, 21.59130, -23.15924)
H (8.48852, 21.37159, -21.95206)
H (10.22207, 21.29618, -21.49481)
H (9.06454, 17.65256, -21.70536)
H (10.18288, 18.73121, -20.81449)
H (8.41447, 19.01671, -20.88885)
H (13.10450, 19.02766, -24.77268)
H (11.93835, 19.33368, -26.06837)
H (12.50102, 17.73123, -25.84273)
H (12.15057, 20.34381, -22.88594)
C (9.51833, 25.23570, -20.22681)
C (8.41485, 25.97788, -20.95420)
C (8.09859, 27.29638, -20.20754)
C (7.48800, 28.26459, -21.22900)
C (8.52202, 28.70322, -22.23901)
C (9.51288, 27.60594, -22.73022)
N (8.85619, 26.32696, -22.34901)
O (9.42675, 25.23331, -22.99819)
C (9.49736, 27.70037, -24.26175)
C (10.90889, 27.83646, -22.13331)
C (7.15363, 25.12741, -21.03516)
H (10.38324, 25.86600, -19.99492)
H (9.91811, 24.33124, -20.69209)
H (9.17944, 24.91624, -19.23548)
H (7.40048, 27.17642, -19.38196)
H (9.07101, 27.68401, -19.89360)
H (7.14245, 29.20244, -20.78862)
H (6.64972, 27.72991, -21.67630)
H (9.06323, 29.56214, -21.82724)
H (7.99322, 29.16350, -23.07895)
H (8.52380, 27.43109, -24.65503)
H (9.79451, 28.73777, -24.43573)
H (10.29170, 27.09278, -24.69961)
H (11.30576, 28.81830, -22.40286)
H (10.97526, 27.81546, -21.04385)
H (11.64257, 27.12286, -22.51676)
H (7.05540, 24.57199, -20.10172)
H (7.22174, 24.45574, -21.89055)
H (6.26994, 25.75735, -21.13128)
H (10.21471, 24.91046, -22.52738)
C (5.77576, 21.18352, -27.15779)
C (6.80052, 22.05340, -27.90430)
C (6.57383, 23.50799, -27.42871)
C (7.68680, 24.46542, -27.79244)
C (9.04096, 23.90953, -27.36550)
C (9.32940, 22.50786, -27.93122)
N (8.17355, 21.64784, -27.57767)
O (8.38876, 20.31236, -28.00140)
C (9.57834, 22.58332, -29.43694)
C (10.60422, 21.97520, -27.29097)
C (6.49111, 22.01454, -29.40975)
H (6.20402, 20.33888, -26.61983)
H (5.02697, 20.76196, -27.83488)
H (5.14070, 21.76521, -26.48699)
H (5.64859, 23.87914, -27.87930)
H (6.43101, 23.56742, -26.34751)
H (7.38764, 25.45903, -27.45257)
H (7.81128, 24.60787, -28.87191)
H (9.28881, 23.91891, -26.29925)
H (9.81657, 24.57782, -27.76089)
H (10.64647, 22.76092, -29.59392)
H (9.52299, 21.58761, -29.89369)
H (8.92642, 23.23894, -30.00238)
H (11.46743, 22.60909, -27.46923)
H (10.39827, 21.76569, -26.23452)
H (10.82556, 20.96668, -27.65685)
H (6.90189, 22.86201, -29.95593)
H (5.41817, 22.22730, -29.50398)
H (6.63036, 21.05236, -29.89744)
H (8.76139, 19.88551, -27.22464)

Forces on atoms 1 to 2 (eV/Å):
O 0.2186 -0.1639 0.2748
H -0.1302 0.1068 -0.0496

Properties
- frontier orbital gap (eV) = 7.96
- multiplicity = 1
- lowest unoccupied orbital energy (eV) = -0.10
- max |F| (eV/A) = 2.68
- structure (SMILES) = CC1(C)CCCC(C)(C)N1O.CC1(C)CCCC(C)(C)N1O.CC1(C)CCCC(C)(C)N1O.CC1(C)CCCC(C)(C)N1O.CC1(C)CCCC(C)(C)N1O.O.O.O.O.O.O.O
- HOMO level (eV) = -8.1

***

No. 2
A cluster of 11 separate species, C45H110N2O11 in total in a non-equilibrium geometry, computed with the ωB97M-V functional and the def2-TZVPD basis.

CARTESIAN COORDINATES (ANGSTROEM)
C (-14.59323, -28.46650, -19.54223)
C (-13.12884, -28.11633, -19.36162)
C (-12.21018, -28.90131, -20.33098)
O (-12.84885, -26.79207, -19.59954)
H (-15.31151, -27.84395, -19.00875)
H (-14.85551, -29.48127, -19.24300)
H (-15.00135, -28.42172, -20.55195)
H (-12.89955, -28.22767, -18.30183)
H (-12.11599, -28.71498, -21.40080)
H (-12.45519, -29.96231, -20.37932)
H (-11.27537, -29.03303, -19.78608)
H (-12.04109, -26.62993, -19.10676)
C (-13.12715, -26.14624, -15.23268)
C (-11.75922, -25.65516, -14.92012)
C (-11.53967, -25.29979, -13.47119)
O (-10.93700, -26.63542, -15.42132)
H (-13.36930, -26.38577, -16.26810)
H (-13.78457, -25.73253, -14.46800)
H (-13.14335, -27.19557, -14.93815)
H (-11.57918, -24.75083, -15.50140)
H (-10.51616, -25.10574, -13.15046)
H (-11.96453, -26.06735, -12.82433)
H (-12.16433, -24.44057, -13.22697)
H (-11.06465, -27.39398, -14.84697)
C (-17.22013, -26.25072, -10.95983)
C (-15.85313, -25.97721, -10.24154)
C (-14.89753, -25.04308, -10.96740)
O (-16.20508, -25.39405, -8.99001)
H (-17.53887, -27.21628, -10.56713)
H (-17.09596, -26.51144, -12.01087)
H (-17.98243, -25.47190, -10.93887)
H (-15.27908, -26.86659, -9.98161)
H (-14.43670, -25.47925, -11.85367)
H (-14.12767, -24.54430, -10.37865)
H (-15.50284, -24.21545, -11.33717)
H (-15.70993, -25.79866, -8.27396)
C (-11.07012, -21.00214, -13.44434)
C (-11.21235, -21.64559, -12.10839)
C (-9.96118, -22.29775, -11.47359)
O (-11.67527, -20.70636, -11.22905)
H (-10.80469, -21.86365, -14.05707)
H (-10.38320, -20.16547, -13.31701)
H (-11.97027, -20.48621, -13.77846)
H (-11.93830, -22.45845, -12.12712)
H (-10.22434, -22.82511, -10.55667)
H (-9.32548, -21.46447, -11.17422)
H (-9.59040, -22.92224, -12.28639)
H (-12.61949, -20.56296, -11.32641)
C (-12.38133, -26.19905, -8.43603)
C (-11.57615, -27.47902, -8.30763)
C (-11.71358, -28.25760, -9.64930)
O (-10.16263, -27.14371, -8.20636)
H (-11.76305, -25.45161, -8.93319)
H (-12.53323, -25.80128, -7.43264)
H (-13.31396, -26.21967, -8.99985)
H (-11.83240, -27.95304, -7.36015)
H (-11.42268, -27.63726, -10.49704)
H (-12.73334, -28.56383, -9.88257)
H (-11.05151, -29.11999, -9.72710)
H (-9.62931, -27.85063, -8.57709)
C (-9.85408, -23.49619, -17.93962)
C (-9.25964, -23.10240, -19.35695)
C (-9.65787, -21.69081, -19.83227)
O (-7.92146, -23.10425, -19.12409)
H (-10.93907, -23.44167, -18.02871)
H (-9.70237, -22.70941, -17.20066)
H (-9.52896, -24.36644, -17.36948)
H (-9.47209, -23.85244, -20.11880)
H (-10.55109, -21.60619, -20.45122)
H (-8.86162, -21.19053, -20.38344)
H (-9.85707, -21.08664, -18.94717)
H (-7.42999, -22.79753, -19.88958)
C (-7.90056, -26.59618, -17.97311)
C (-9.05270, -27.48871, -18.43931)
C (-9.04920, -28.79328, -17.63999)
O (-10.28909, -26.83553, -18.32661)
H (-6.94839, -27.12402, -17.91954)
H (-8.09547, -26.10642, -17.01904)
H (-7.74897, -25.84473, -18.74799)
H (-8.67503, -27.85273, -19.39479)
H (-10.04878, -29.15728, -17.40243)
H (-8.65253, -28.62876, -16.63815)
H (-8.51391, -29.57066, -18.18520)
H (-10.40619, -26.62465, -17.39741)
C (-16.32496, -31.67867, -13.47702)
C (-15.54092, -30.58777, -12.73659)
C (-15.73391, -29.06544, -13.17501)
O (-16.00473, -30.71854, -11.37835)
H (-16.09921, -31.73178, -14.54207)
H (-17.39311, -31.53333, -13.31562)
H (-16.30207, -32.60009, -12.89515)
H (-14.50932, -30.93861, -12.70790)
H (-16.77428, -28.74854, -13.24767)
H (-15.30415, -28.81536, -14.14500)
H (-15.18518, -28.47937, -12.43776)
H (-16.95506, -30.65431, -11.49811)
C (-11.92620, -31.22907, -13.97292)
C (-11.65527, -30.40252, -12.65591)
C (-10.65360, -30.98853, -11.78672)
O (-11.01827, -29.30735, -13.14608)
H (-11.15530, -31.06154, -14.72509)
H (-12.90209, -31.02986, -14.41567)
H (-11.86660, -32.30489, -13.80813)
H (-12.59590, -30.19115, -12.14735)
H (-11.12577, -31.92773, -11.49857)
H (-10.43438, -30.64043, -10.77733)
H (-9.71841, -31.36151, -12.20431)
H (-10.15899, -29.68935, -13.33924)
C (-8.69892, -27.92137, -11.24286)
C (-7.35165, -27.84910, -11.94265)
C (-6.43476, -28.40518, -10.85756)
C (-4.99424, -28.85543, -11.29248)
C (-5.04177, -29.70313, -12.59104)
C (-5.92966, -29.10355, -13.70725)
N (-7.25979, -28.67250, -13.12718)
O (-8.12357, -28.23170, -14.04340)
C (-5.23892, -27.86864, -14.35852)
C (-6.12662, -30.28431, -14.73347)
C (-7.01944, -26.32330, -12.15794)
H (-8.73664, -27.22502, -10.40513)
H (-9.56288, -27.74136, -11.88260)
H (-8.81474, -28.91780, -10.81648)
H (-6.30095, -27.74167, -10.00318)
H (-6.88486, -29.23527, -10.31306)
H (-4.24517, -28.06451, -11.33034)
H (-4.46997, -29.46461, -10.55617)
H (-5.07700, -30.77920, -12.42096)
H (-4.04686, -29.63261, -13.03066)
H (-4.63420, -27.19178, -13.75497)
H (-5.97922, -27.19808, -14.79488)
H (-4.56048, -28.17978, -15.15288)
H (-5.13427, -30.68970, -14.93092)
H (-6.64208, -29.93743, -15.62905)
H (-6.81078, -31.05888, -14.38695)
H (-7.66762, -25.86137, -12.90266)
H (-7.23357, -25.80929, -11.22090)
H (-6.02934, -26.00740, -12.48660)
H (-7.78268, -27.35825, -14.24948)
C (-17.48694, -24.54387, -14.66266)
C (-18.06004, -25.39430, -15.84676)
C (-17.17358, -26.63051, -16.04569)
C (-17.71556, -27.73012, -16.93807)
C (-19.04318, -28.09659, -16.38494)
C (-20.13539, -26.98552, -16.28040)
N (-19.43679, -25.88946, -15.51527)
O (-20.36418, -24.89226, -15.45293)
C (-20.72001, -26.59973, -17.70284)
C (-21.25294, -27.58788, -15.38212)
C (-17.90451, -24.55689, -17.16299)
H (-16.43664, -24.25481, -14.70036)
H (-17.66048, -25.01315, -13.69429)
H (-18.19137, -23.72153, -14.53769)
H (-16.19570, -26.32865, -16.42081)
H (-17.02438, -27.10587, -15.07622)
H (-17.16672, -28.67154, -16.96250)
H (-17.87951, -27.30993, -17.93038)
H (-18.80620, -28.51182, -15.40540)
H (-19.51773, -28.95178, -16.86612)
H (-21.16950, -27.44994, -18.21587)
H (-21.47909, -25.83710, -17.52881)
H (-19.93082, -26.15157, -18.30652)
H (-21.01021, -27.76341, -14.33409)
H (-22.12055, -26.93155, -15.31444)
H (-21.60428, -28.55904, -15.73068)
H (-18.71871, -24.56579, -17.88763)
H (-16.99789, -24.84407, -17.69558)
H (-17.84003, -23.51156, -16.86098)
H (-20.53235, -24.75503, -14.51779)

Forces on atoms 1 to 2 (eV/Å):
C -1.3059 -0.0111 -0.3083
C -0.3164 -0.9773 -1.3013

Properties
- frontier orbital gap (eV) = 8.89
- multiplicity = 1
- lowest unoccupied orbital energy (eV) = 0.45
- max |F| (eV/A) = 5.11
- structure (SMILES) = CC1(C)CCCC(C)(C)N1O.CC1(C)CCCC(C)(C)N1O.CC(C)O.CC(C)O.CC(C)O.CC(C)O.CC(C)O.CC(C)O.CC(C)O.CC(C)O.CC(C)O
- HOMO level (eV) = -8.4